1.
This record from the OMol25 dataset describes C17H35BNO4P2V as an isolated structure. The level of theory is the ωB97M-V functional and the def2-TZVPD basis.

The relative energy (zero: lowest compared OMol25 entry of this formula, charge and spin) is 0.000 eV. Its spin multiplicity is 2. Its HOMO energy (alpha / beta) is -18.700 / -18.708 eV. Its expectation value of S² is 0.776. Its LUMO energy (alpha / beta) is -0.4599 / -0.4397 hartree. As for the total charge: +3. The electronic energy comes out at -72790.1524 eV.

Geometry (Å):
V  -0.53366  0.53386  0.04266
P  0.00305  2.17909  1.54273
P  -1.55537  -0.98575  -2.27143
O  1.51780  -0.78466  1.89358
O  -2.52440  0.33730  -0.09834
O  -3.91703  4.12509  -0.10190
O  0.97581  -2.03320  -0.02640
N  -0.08883  1.93805  -1.37378
C  -0.18858  0.00818  -2.94879
C  -0.03447  1.50993  -2.66219
C  -1.31274  2.34626  2.82759
C  -0.04758  3.63099  0.45776
C  -1.18194  -2.71701  -2.33974
C  1.80781  -2.49653  3.52452
C  1.56456  2.48214  2.38979
C  0.13066  4.18170  -2.03770
C  0.29163  3.79409  -3.37822
C  -0.06392  3.23793  -1.04684
C  -3.02494  -0.54261  -3.16699
C  1.25388  -2.97352  0.98681
C  2.04892  -4.12077  0.41686
C  -0.05773  -3.55388  1.52618
C  0.17450  2.43121  -3.68778
C  2.02333  -2.10964  2.06620
C  3.52528  -2.05175  1.81502
B  0.77431  -0.81422  0.67780
H  0.46884  4.52008  -4.18205
H  0.74431  -0.55972  -2.74345
H  3.96881  -1.27414  2.45088
H  0.26916  5.20061  -1.77931
H  -3.83688  3.21740  -0.27354
H  2.25757  2.87294  1.61508
H  -3.69646  -1.39742  -3.05613
H  -0.69410  -2.80109  2.01207
H  -2.85421  -0.23498  -4.19693
H  2.33338  -1.80315  4.20285
H  -1.03455  -3.04124  -3.38682
H  2.28401  -4.86936  1.18340
H  -1.12535  1.54861  3.58201
H  -0.42421  -0.09922  -4.02263
H  3.73427  -1.80626  0.76702
H  -3.59964  4.51990  -0.95874
H  -2.26977  2.14205  2.29525
H  1.47855  -4.62729  -0.36709
H  -0.63370  -4.00174  0.70440
H  -0.87380  4.24852  0.80623
H  1.92390  1.50600  2.76374
H  -3.02669  -0.04012  0.61770
H  -3.39573  0.28872  -2.55096
H  0.20159  2.06108  -4.75727
H  4.04605  -2.99153  2.04833
H  0.87420  4.29021  0.68054
H  -2.52507  -0.68970  -1.15898
H  0.13974  -4.34022  2.26797
H  -2.05312  -3.24770  -1.91500
H  0.74748  -2.48490  3.81463
H  2.98610  -3.77905  -0.02393
H  1.45078  3.22143  3.21295
H  2.19686  -3.50640  3.72197
H  -1.34478  3.33769  3.33421
H  -0.27787  -2.93230  -1.73577

***

2.
This record from the OMol25 dataset describes a 7-piece molecular cluster, C17H35F3N2O12 overall. The level of theory is the ωB97M-V functional and the def2-TZVPD basis.

Its HOMO energy is -7.287 eV. Its LUMO energy is 0.0141 hartree. As for the total charge: 0. The electronic energy comes out at -53898.5722 eV.

Geometry (Å):
F  -0.15597  -6.36495  -1.30726
F  -1.19572  -5.52143  -3.01697
F  -2.22472  -5.81059  -1.19136
O  -1.69852  -2.29920  3.55713
O  0.53894  -3.54686  -1.79194
O  2.55971  2.41385  -2.11870
O  1.84608  0.98022  -0.59890
O  -2.84789  -1.01233  2.16933
O  1.72477  3.17381  -0.20809
O  -2.77939  2.89967  2.63250
O  -0.64216  -0.90717  2.20015
O  -1.58941  -3.10504  -1.28784
O  -2.18197  1.82081  0.77421
O  -0.74573  2.00830  2.47341
O  -1.96125  1.02067  -2.65439
N  -0.63060  -0.28111  -0.68037
N  -3.06077  -1.55733  -3.26401
C  -0.81652  2.41121  3.84203
C  1.97375  4.29833  -3.59103
C  1.71861  -4.34202  -1.71887
C  -1.05756  -5.44172  -1.67725
C  2.00791  2.09064  -0.94177
C  2.91498  -3.41045  -1.62641
C  -0.67903  -4.04856  -1.20372
C  0.40484  -1.75102  2.71997
C  1.61112  -0.89743  3.06257
C  -1.93795  2.19804  1.84056
C  -1.26717  1.95300  -3.36141
C  2.57390  3.83511  -2.28852
C  0.39000  3.24595  4.19858
C  1.86466  4.36440  -1.02757
C  -2.19286  3.15895  3.90811
C  -0.33680  -2.40682  3.90630
C  -1.85294  -1.33615  2.60244
H  2.54921  -1.44407  2.98049
H  -0.47598  -4.16092  -0.10998
H  -2.78600  -1.87068  -4.19375
H  -2.81114  2.72916  4.69640
H  -1.16159  0.23526  0.03480
H  1.52376  -0.56014  4.10073
H  1.83176  -4.92068  -2.64213
H  0.30852  4.19931  3.66192
H  0.92005  3.99369  -3.63262
H  3.61033  4.19140  -2.27300
H  -2.11081  4.23511  4.09020
H  -4.06078  -1.66245  -3.11886
H  0.00135  -3.44136  3.98145
H  1.65406  -0.01854  2.42101
H  0.67850  -2.48629  1.95841
H  0.37803  -0.04034  -0.61235
H  -0.96031  0.05303  -1.63332
H  0.42765  3.44340  5.26831
H  2.55380  4.99875  -0.47745
H  -1.30610  1.73189  -4.43788
H  1.65044  -5.02453  -0.86768
H  -0.05489  -1.89230  4.83142
H  2.89816  -2.57621  -2.32943
H  -1.70972  2.96558  -3.25030
H  3.79237  -4.04539  -1.78679
H  -0.96506  1.60080  4.56762
H  2.04719  5.36595  -3.77780
H  -0.23869  2.07115  -2.97104
H  -2.77071  -0.52986  -3.18020
H  3.01063  -2.88078  -0.67293
H  -2.50548  -2.13240  -2.56611
H  0.86283  4.75405  -1.18465
H  2.40134  3.77032  -4.44687
H  1.33169  2.83181  3.84167
H  -0.78872  -1.31650  -0.60023

***

3.
This record from the OMol25 dataset describes C17H35GeN2NiO4Te4 as an isolated structure. The level of theory is the ωB97M-V functional and the def2-TZVPD basis.

The relative energy (zero: lowest compared OMol25 entry of this formula, charge and spin) is 0.000 eV. Its spin multiplicity is 2. Its HOMO energy (alpha / beta) is -6.836 / -6.856 eV. Its expectation value of S² is 0.769. Its LUMO energy (alpha / beta) is -0.0394 / -0.0396 hartree. As for the total charge: 0. The electronic energy comes out at -156100.9975 eV.

Geometry (Å):
Te  -3.05444  -4.71456  1.46464
Te  -1.94533  -2.25412  2.17236
Te  -2.50337  -3.99593  -1.10186
Te  -2.91827  -1.39310  -0.28939
Ge  -0.62396  1.68656  1.52405
Ni  -0.37032  -1.10061  0.48613
O  -0.21822  0.88081  -0.15774
O  0.09575  0.04793  2.23069
O  3.19504  -2.10025  -5.22659
O  -2.35772  0.95975  1.52022
N  2.44086  -2.56232  -2.59060
N  1.02618  -2.10736  -0.62401
C  1.69930  -1.43713  3.16426
C  -1.64008  2.17287  -1.63031
C  -3.58750  3.00737  1.97254
C  1.68847  -2.31907  -1.54657
C  3.64087  -1.77116  -2.87381
C  3.49491  -1.12650  -4.24253
C  0.06573  0.56160  -2.50344
C  -2.96479  1.42061  3.81637
C  2.01701  -3.48781  -3.64318
C  -0.25515  1.56676  -1.40405
C  0.80360  2.66938  -1.39745
C  2.44326  0.50671  1.78930
C  -3.36973  1.54096  2.34690
C  1.95673  -2.73456  -4.96002
C  1.40782  0.01438  2.79853
C  1.42787  0.88083  4.05523
C  -4.65835  0.76496  2.10262
H  -5.46718  1.16524  2.71780
H  1.15314  -1.98700  -4.92459
H  -3.74490  1.81524  4.47116
H  2.70218  -0.36825  -4.21317
H  0.95481  -1.80516  3.87253
H  3.76120  -1.01830  -2.09626
H  -1.68781  2.69006  -2.59111
H  -0.63911  -0.27196  -2.47199
H  2.39974  0.82051  4.54940
H  -3.81940  3.08814  0.90874
H  4.42904  -0.65280  -4.54028
H  -2.79374  0.37198  4.06680
H  1.07311  0.16849  -2.35266
H  -4.41764  3.43366  2.53945
H  2.74800  -4.29793  -3.71117
H  1.67309  -2.07289  2.27620
H  3.45039  0.38754  2.19420
H  -4.95549  0.84222  1.05496
H  0.66026  0.54260  4.75340
H  1.78683  2.23830  -1.19720
H  0.83453  3.18419  -2.36032
H  0.01554  1.03578  -3.48585
H  1.23202  1.92588  3.80878
H  -2.04309  1.97460  4.01099
H  1.04762  -3.90644  -3.37715
H  -2.40194  1.39294  -1.61080
H  2.29175  1.56203  1.55086
H  -2.69349  3.59931  2.17720
H  -4.52562  -0.28962  2.35005
H  4.50975  -2.43459  -2.86274
H  2.68638  -1.52070  3.62432
H  1.76667  -3.41919  -5.78507
H  2.36089  -0.06952  0.86547
H  -1.87202  2.89243  -0.84225
H  0.58830  3.40621  -0.62197

***

no.,F_max (eV/Å)
1,6.59
2,5.76
3,0.31